Computed, not measured: a cluster of 4 separate species, C29H36Cl2NO3 in total, with ωB97M-V/def2-TZVPD.

Calculated values
E_LUMO = 2.47 eV
ΔE to the lowest compared entry with this formula, charge and spin = 0.0 kcal/mol
Total charge = -1
E = -2327.55310 Eh
Multiplicity = 1
Max |F| = 0.7 eV Å⁻¹

XYZ file:
```
71
Properties=species:S:1:pos:R:3:forces:R:3
C -1.34604 0.98238 1.82374 0.091 -0.029 -0.008
H -3.73071 -1.16732 -0.21899 0.045 0.014 -0.088
H -4.76875 4.44296 0.34827 0.010 -0.014 -0.003
C 8.92804 -2.77104 -2.19276 -0.002 0.000 -0.002
H 9.73455 -1.27303 1.26948 -0.002 0.005 0.003
H -1.33395 1.68410 2.65760 -0.007 0.005 0.082
H -0.92883 -0.60008 -1.45868 0.023 -0.002 0.009
C 10.52686 -1.89865 -0.62391 0.001 0.001 0.001
H -3.93786 2.02535 1.64474 0.014 0.053 0.061
C 10.23640 -2.43871 -1.86924 0.002 -0.001 -0.001
Cl 4.75956 -1.95391 1.93671 0.027 -0.146 0.008
O -0.01759 0.64507 1.45962 -0.035 -0.188 0.128
H 6.88913 -2.81970 -1.52122 -0.005 -0.001 0.005
C 2.82842 -0.07558 1.89091 0.106 0.217 -0.090
C -2.06621 -2.76552 -3.80190 -0.004 -0.002 0.003
H -8.88846 3.58734 1.12979 -0.004 0.004 0.001
H -7.30712 3.07520 -2.81395 0.001 -0.002 -0.003
C 0.98233 1.56690 1.90641 -0.048 -0.023 0.056
Cl 2.04109 -0.94545 3.16113 -0.049 -0.064 0.191
H 0.57094 -2.50003 -0.99643 0.003 0.010 0.004
H 1.00196 1.58377 2.99880 -0.081 0.072 -0.002
C 4.00495 -0.48306 1.40189 0.034 0.000 -0.085
C -5.92095 3.76776 -1.33038 -0.003 -0.004 -0.013
H -2.62565 -0.76845 -3.24673 -0.002 0.005 0.004
H 0.39428 -4.57125 -2.33632 0.004 -0.002 0.000
C -1.54263 -1.58222 1.64070 -0.297 -0.099 0.038
C -7.16862 3.35332 -1.77679 0.000 -0.001 0.004
N 2.24442 1.09069 1.41429 -0.316 -0.561 -0.069
H 4.76152 1.34329 0.61370 -0.017 0.023 0.001
H -4.17893 -0.97089 2.05315 -0.028 -0.003 0.025
C -4.25401 1.16107 2.23336 0.150 0.111 -0.253
C 9.50939 -1.69430 0.29808 0.008 -0.006 -0.009
H -2.82227 0.32645 -0.31157 -0.103 0.200 -0.074
C -8.23745 3.29164 -0.89317 0.001 -0.005 0.000
H 8.70041 -3.18937 -3.16504 -0.001 0.000 -0.004
H -9.21013 2.96714 -1.24119 -0.002 -0.005 0.000
C -3.61708 -0.11128 1.67191 0.040 0.074 0.025
H -6.66542 4.32620 1.92151 0.000 -0.002 0.006
H -5.08501 3.81064 -2.01643 0.006 0.000 0.001
C -0.26654 -3.73766 -2.53858 -0.004 -0.003 0.005
H 4.19592 0.24158 -0.62158 0.060 -0.076 -0.066
H -2.30389 -2.22768 1.19456 -0.010 0.008 0.012
C 7.91101 -2.56498 -1.27077 -0.006 -0.006 -0.010
H -2.81043 -2.84072 -4.58504 0.000 0.001 -0.006
H -3.94570 1.34700 3.26332 -0.146 -0.068 0.083
C 0.69348 2.99092 1.33335 0.581 -0.145 0.400
C -0.16490 -2.57491 -1.78714 0.012 -0.015 -0.013
H -1.80457 1.52797 0.99335 0.023 0.033 -0.028
H 11.02974 -2.59929 -2.58842 0.002 0.004 -0.004
C 4.72203 0.28772 0.33581 -0.097 0.144 0.107
H -2.22880 -0.34927 3.25682 0.048 0.001 0.025
H -0.78230 -1.39315 0.89049 0.061 -0.026 0.012
H 11.54656 -1.63492 -0.37281 0.004 -0.003 0.002
H -1.29546 -4.74055 -4.13273 -0.004 -0.005 0.001
C -1.96273 -1.60192 -3.05146 -0.002 -0.011 -0.003
C 8.20116 -2.02862 -0.02404 -0.003 0.015 0.019
H -1.09162 -2.15297 2.45123 0.194 0.057 -0.027
C -8.05727 3.64208 0.43804 0.000 -0.003 -0.006
C -5.74193 4.12261 -0.00087 0.032 0.000 0.017
C -2.16984 -0.27865 2.16676 0.056 0.026 -0.117
H -5.34200 1.11506 2.16644 -0.032 0.011 0.082
C -3.69780 -0.13725 0.14008 -0.178 -0.428 0.155
C -1.01181 -1.50629 -2.04548 0.024 0.056 0.021
H -4.60696 0.35486 -0.20880 0.047 0.102 -0.073
O 1.20305 3.20821 0.22104 -0.207 0.107 -0.414
C -1.21664 -3.83327 -3.54660 -0.001 -0.003 -0.002
H 5.73533 -0.08040 0.20047 0.019 -0.032 -0.038
H 2.19024 1.09330 0.39958 0.237 0.476 -0.023
C -6.81003 4.05774 0.88296 0.001 0.000 0.013
H 7.40551 -1.87131 0.69223 -0.010 -0.008 0.017
O 0.01662 3.71335 2.08666 -0.261 0.164 -0.090
```
Positions in Å, forces in eV/Å.